No. 1
11
Properties=species:S:1:pos:R:3:lowdin_charge:R:1 method="wB97M-V/def2-TZVPD" energy_ev=-7196.376 relative_energy_ev=3.412 e_homo_ev=-8.89 smiles="CC(=O)NN"
C -0.853 1.025 -0.026 -0.055
N 0.394 -0.954 0.129 -0.146
H 0.338 -2.047 -0.023 0.194
H -0.103 1.048 -0.814 0.074
H 2.251 -0.629 -0.753 0.194
N 1.389 -0.162 -0.079 -0.099
H 1.873 -0.020 0.816 0.092
C -0.968 -0.415 0.099 -0.514
H -1.823 1.772 -0.178 0.154
O -1.999 -1.040 -0.062 0.048
H -0.498 1.423 0.890 0.058

---

No. 2
15
Properties=species:S:1:pos:R:3:lowdin_charge:R:1 method="wB97M-V/def2-TZVPD" energy_ev=-7827.432 relative_energy_ev=4.888 e_homo_ev=-7.50
H 3.408 -0.239 0.130 0.081
C 2.359 -0.540 0.015 -0.114
H 1.661 1.504 -0.200 0.083
H 1.536 0.881 1.452 0.100
C -2.584 -0.245 0.042 -0.098
H -3.566 0.030 -0.345 0.079
H 2.160 -1.398 0.659 0.078
N -1.549 0.460 -0.706 -0.042
H -1.769 0.810 -1.624 0.113
H 2.186 -0.834 -1.022 0.077
O -0.057 -0.294 0.755 -0.075
H -2.522 0.014 1.101 0.076
H -2.453 -1.331 -0.044 0.082
C 1.463 0.608 0.395 -0.150
C -0.245 0.303 -0.388 -0.289

---

No. 3
70
Properties=species:S:1:pos:R:3:lowdin_charge:R:1 method="wB97M-V/def2-TZVPD" energy_ev=-50252.557 relative_energy_ev=0.726 charge=-1 e_homo_ev=-7.06
H -1.369 3.676 0.157 0.021
H 0.077 -2.805 3.606 0.027
C 2.099 -2.713 0.043 -0.039
H 3.186 -2.688 -0.038 0.080
H 2.582 -4.523 1.895 0.086
H -4.847 1.088 -3.943 0.069
H -3.014 0.430 -3.174 0.105
H 0.181 -0.344 3.631 0.113
C 1.691 -2.628 1.482 -0.497
B -0.052 1.122 0.147 -1.415
C 4.139 0.404 0.248 -0.216
H -0.600 4.947 -1.472 0.117
H -4.223 2.243 -1.081 0.119
O -4.320 1.888 -3.867 -0.062
C -1.135 -1.784 4.675 -0.229
H -0.943 -3.768 -2.042 0.112
H -0.184 -2.608 0.955 0.083
F 0.350 0.997 1.459 0.164
H 7.180 1.281 -0.372 0.079
C -0.875 -0.612 3.693 -0.231
H 1.255 6.162 -0.349 0.112
H -2.477 2.135 -2.929 0.125
C -2.667 -2.322 -1.983 -0.219
C 5.520 1.054 0.442 -0.288
O -0.144 -2.797 4.543 -0.080
C -0.784 5.431 -0.512 -0.212
C -3.761 1.326 -1.451 -0.202
H 4.315 -0.668 0.359 0.090
O -4.749 0.278 -1.318 -0.088
O 0.830 -0.743 -2.843 -0.048
H -2.948 1.170 -0.742 0.100
C 2.500 -3.538 2.355 -0.054
H -1.249 -1.462 5.711 0.105
H -1.345 0.290 4.090 0.109
F -0.897 2.132 0.022 0.200
F -0.840 0.001 -0.225 0.111
O 1.259 4.360 0.468 -0.065
H 1.661 -1.868 -0.489 0.072
C -3.319 1.443 -2.907 -0.200
H -4.917 0.084 -0.393 0.094
H 1.779 -1.615 1.877 0.133
H -1.245 6.397 -0.717 0.110
C 0.533 5.585 0.229 -0.237
H -1.085 -0.109 1.848 0.033
O -0.917 -2.638 -3.759 -0.087
H -2.820 -2.648 -0.953 0.117
O 3.493 0.763 -1.007 -0.053
O 6.352 0.896 -0.667 -0.042
H 1.721 -3.603 -0.461 0.087
H 5.930 0.648 1.369 0.108
H 0.644 3.697 0.794 0.051
O -1.651 4.587 0.299 -0.086
H -2.226 -4.104 -3.152 0.111
H 3.532 0.571 1.140 0.115
H 2.609 1.124 -0.882 0.032
H -1.453 -2.692 -4.554 0.095
H 0.059 -1.259 -3.091 -0.024
H 5.355 2.100 0.707 0.110
H 0.503 -0.135 -2.178 -0.005
H 0.391 6.072 1.195 0.110
H 3.524 -3.185 2.488 0.079
F 1.027 1.329 -0.628 0.198
H -4.399 -1.419 -2.381 0.037
O 0.328 -3.000 1.667 -0.062
H 2.134 -3.580 3.381 0.072
O -1.380 -0.854 2.380 -0.082
C -1.659 -3.285 -2.707 -0.180
O -3.920 -2.206 -2.653 -0.084
H -2.145 -2.159 4.501 0.107
H -2.178 -1.348 -1.932 0.090

---

No. 4
28
Properties=species:S:1:pos:R:3:lowdin_charge:R:1 method="wB97M-V/def2-TZVPD" energy_ev=-31523.757 relative_energy_ev=8.272 e_homo_ev=-8.45 smiles="CCOC(=O)c1nc(N)sc1C(=O)OCC"
O 2.340 -0.882 -0.062 0.069
S 1.495 1.835 0.269 1.046
H -4.689 -1.040 -0.307 0.074
H -4.615 -0.872 1.455 0.048
C -0.012 2.717 -0.042 -0.664
H 5.091 -2.999 -0.027 0.126
H -2.745 -2.471 -0.403 0.133
N 0.028 4.170 0.265 0.041
H 4.986 -1.558 -0.617 -0.013
C 0.506 0.381 -0.171 -0.316
H 4.730 -1.572 1.209 0.102
C 4.607 -1.939 0.173 -0.003
C -0.784 0.722 -0.330 -0.120
H 2.804 -2.769 0.733 0.061
H -2.846 -2.683 1.385 0.128
O 0.403 -1.783 -0.311 0.261
C -2.946 -2.021 0.546 -0.264
H -5.186 -2.153 0.514 0.017
C 1.157 -1.031 -0.147 -0.797
C 3.115 -2.430 -0.123 0.100
O -2.119 -1.128 0.502 0.081
O -2.422 -0.624 -1.375 0.207
H 2.811 -2.784 -0.882 0.010
C -1.894 -0.398 -0.412 -0.600
N -1.157 2.113 0.016 0.112
H 0.840 4.608 0.336 -0.023
H -0.821 4.714 -0.251 0.160
C -4.475 -1.482 0.651 0.021